[1]
This record from OMol25 describes 4 unconnected molecules or ions with the total composition C2H12N2O3 at a distorted geometry. The level of theory is the ωB97M-V functional and the def2-TZVPD basis.

Atoms and positions in Å:
C -1.5245 -0.5483 0.4406
C -1.5938 0.6060 -0.3877
N -2.7726 0.8361 -1.1088
N -0.3743 -1.1338 1.1077
H -2.4448 -1.2257 0.5498
H -0.7119 1.1965 -0.3314
H -3.5531 0.6026 -0.5458
H -2.7013 1.7209 -1.6051
H 0.3207 -0.5064 1.6651
H -0.8495 -1.8563 1.6905
H 1.6670 1.2744 0.7347
H 1.6962 2.2979 1.6514
O 1.7530 1.2764 1.6949
H 2.3762 -2.4946 -0.8604
H 1.0510 -1.8449 -0.3436
O 1.6468 -1.8990 -1.0815
H 2.4820 1.0801 -1.4873
H 1.8132 -0.1629 -0.8483
O 1.7195 0.7810 -0.9348

Computed properties:
- <S²>: 0.758
- Lowest unoccupied orbital energy (alpha / beta): -3.74 / -6.82 eV
- 2S+1: 2
- HOMO (alpha / beta): -14.018 / -14.565 eV
- HOMO-LUMO gap (alpha / beta): 10.274 / 7.747 eV
- Total charge: +1

***

[2]
This record from OMol25 describes 3 unconnected molecules or ions with the total composition C2H12N3O2 at a distorted geometry. The level of theory is the ωB97M-V functional and the def2-TZVPD basis.

Atoms and positions in Å:
C -1.7702 0.5420 -1.7391
N -0.7246 0.3620 -0.8041
C -0.8080 -0.7378 0.1255
N 0.0459 -0.6536 1.1803
N -1.2753 -1.8913 -0.2221
H -1.6146 1.2182 -2.6367
H -2.8290 0.8251 -1.2312
H -2.2014 -0.4002 -2.1682
H -0.4443 1.2132 -0.4421
H 0.6821 0.1719 1.0953
H 0.2733 -1.4100 1.7437
H -1.1430 -2.8407 0.1590
H -1.9628 -2.0500 -0.9739
H 1.3903 3.0499 0.1281
H 2.0795 1.7828 -0.2506
O 1.2971 2.0955 0.1948
H 2.9204 0.3330 1.8009
H 3.2015 -1.0196 2.4398
O 2.8831 -0.5905 1.6007

Computed properties:
- Lowest unoccupied orbital energy: -3.04 eV
- HOMO: -13.920 eV
- HOMO-LUMO gap: 10.876 eV
- Total charge: +1

***

[3]
This record from OMol25 describes 3 unconnected molecules or ions with the total composition C2H12N4O at a distorted geometry. The level of theory is the ωB97M-V functional and the def2-TZVPD basis.

Atoms and positions in Å:
C 1.5963 -0.7765 1.4298
N 0.1581 -0.9083 1.5355
O 0.8862 0.5878 -0.9114
H 1.2455 0.9989 -1.7121
H -0.2324 -1.7419 1.1200
H 2.0378 -1.7543 1.6214
H 1.9552 -0.0662 2.1738
H 1.8649 -0.3969 0.4180
C -1.2520 -0.5966 -2.0447
N -0.6916 0.1474 1.3080
N -1.2455 0.5526 -1.1748
N -0.1133 1.3650 1.7000
H -0.9972 0.2519 0.2332
H -0.9830 1.3927 -1.6746
H -0.8730 2.0223 1.8222
H 0.4997 1.6847 0.9448
H -2.2572 -0.6862 -2.4850
H -0.5114 -0.5739 -2.8476
H -1.0871 -1.5024 -1.4563

Computed properties:
- Lowest unoccupied orbital energy (alpha / beta): 0.61 / -0.99 eV
- HOMO (alpha / beta): -8.467 / -7.603 eV
- HOMO-LUMO gap (alpha / beta): 9.081 / 6.613 eV
- Total charge: 0

***

[4]
This record from OMol25 describes a molecular structure, C2H12N4O6Y at a distorted geometry. The level of theory is the ωB97M-V functional and the def2-TZVPD basis.

Atoms and positions in Å:
Y -1.7655 -0.5118 0.4818
O -1.5841 -0.6918 -1.7189
H -2.2490 -1.1257 -2.2882
O -3.0997 -2.2455 0.6165
H -3.7251 -2.9382 0.9056
O -3.3044 1.0136 0.6458
H -2.9828 1.5923 -0.0727
O -1.0774 -0.5709 2.6036
H -0.7805 -0.5294 3.5335
C 0.2485 2.2328 -0.3892
O -0.2554 1.3223 0.2407
N 1.3029 2.9267 -0.0173
N -0.0649 2.6014 -1.5706
H 1.7891 2.7425 0.8486
H 1.6717 3.5192 -0.7473
H 0.4788 3.3802 -1.9140
H -0.8119 2.1361 -2.0663
C 1.4818 -1.8548 0.1990
O 0.2520 -1.6409 0.3808
N 2.4445 -1.3962 0.9307
N 2.0374 -2.5063 -0.8001
H 3.4111 -1.3962 0.6379
H 2.1799 -0.7540 1.6640
H 1.3708 -2.8910 -1.4541
H 3.0320 -2.4144 -0.6499

Computed properties:
- Lowest unoccupied orbital energy: 2.47 eV
- HOMO: -3.759 eV
- HOMO-LUMO gap: 6.230 eV
- Total charge: -1

***

[5]
This record from OMol25 describes 2 unconnected molecules or ions with the total composition C2H12N5 at a distorted geometry. The level of theory is the ωB97M-V functional and the def2-TZVPD basis.

Atoms and positions in Å:
C 1.9355 0.3329 0.2401
C -1.4717 0.2123 -0.1665
N 2.6155 -0.7998 0.5232
N 2.1241 0.9609 -0.8741
N -2.6358 -0.3233 -0.6568
N -1.1672 0.4813 1.3115
N -0.2610 -0.6096 -0.5219
H 1.4052 0.9240 0.9578
H -1.5228 1.1965 -0.7127
H 2.3660 -1.2694 1.3956
H 3.4556 -1.0017 0.0419
H 2.6876 0.5848 -1.5904
H 1.7718 1.8115 -1.1001
H -3.0176 -1.1859 -0.3694
H -3.3253 0.3970 -0.4421
H -1.6756 -0.1697 1.9692
H -1.6030 1.4260 1.5074
H -0.1541 -1.3231 0.1608
H -0.2054 -0.7913 -1.5030

Computed properties:
- Lowest unoccupied orbital energy: -3.06 eV
- HOMO: -12.544 eV
- HOMO-LUMO gap: 9.485 eV
- Total charge: +1

***

[6]
This record from OMol25 describes 3 unconnected molecules or ions with the total composition C2H12NO2 at a distorted geometry. The level of theory is the ωB97M-V functional and the def2-TZVPD basis.

Atoms and positions in Å:
C -0.0006 1.8229 0.0953
N 0.1873 0.5819 0.8773
C -0.9231 -0.3658 1.4109
H -0.6825 1.6946 -0.7241
H 0.8911 2.1793 -0.2738
H -0.4280 2.6130 0.7392
H 0.7438 0.0092 0.1434
H 0.7729 0.7629 1.6154
H -1.3672 0.2397 2.1000
H -1.4977 -0.5165 0.4863
H -0.4234 -1.2137 1.9193
H -1.7041 -2.4434 -1.9913
H -1.2700 -0.9971 -2.3582
O -1.1307 -1.6912 -1.6762
H 1.8024 -1.0046 -1.4339
H 2.9946 -0.8695 -0.4400
O 2.0351 -0.8018 -0.4897

Computed properties:
- Lowest unoccupied orbital energy: -3.07 eV
- HOMO: -15.408 eV
- HOMO-LUMO gap: 12.334 eV
- Total charge: +1

***

The records above give, respectively, electronic energy values of -11383.0994 -10827.6636 -10270.3072 -21562.2510 -9712.2893 -7846.8897 eV.
The records above give, respectively, ΔE to the lowest compared entry with this formula, charge and spin values of 15.7 34.3 146.7 42.8 46.4 29.0 kcal/mol.